1.
Computed, not measured: 7 unconnected molecules or ions with the total composition C7H28N14O7 at a distorted geometry, with wB97M-V/def2-TZVPD.

* lowest unoccupied orbital energy: 0.235 eV
* relative energy (zero: lowest compared OMol25 entry of this formula, charge and spin): 27.37 kJ/mol
* HOMO level: -9.57 eV
* molar mass: 420.392 u
* SMILES: NC(N)=O.NC(N)=O.NC(N)=O.NC(N)=O.NC(N)=O.NC(N)=O.NC(N)=O

Each line ends with the Löwdin charge.
Element x y z (Å)
O1 0.727 2.435 2.281  -0.006
O2 3.559 1.933 -2.894  0.058
O3 -1.513 2.413 -0.806  0.018
O4 -0.452 -2.279 3.401  0.018
O5 -4.367 -2.339 0.514  -0.047
O6 3.736 -1.266 1.086  0.025
O7 -3.149 -3.576 -4.126  0.011
N1 -3.119 -1.288 2.189  0.162
N2 -4.238 -2.071 -2.744  0.138
N3 -3.300 -4.003 -1.889  0.152
N4 1.774 -1.976 3.174  0.169
N5 2.271 4.095 2.486  0.149
N6 2.855 0.753 0.574  0.179
N7 0.519 -2.297 1.361  0.145
N8 1.319 2.257 -2.958  0.129
N9 4.949 0.161 -0.145  0.166
N10 2.719 3.952 -3.618  0.120
N11 1.096 3.862 0.513  0.164
N12 -0.925 0.669 0.552  0.170
N13 -3.197 -3.620 1.992  0.147
N14 -2.296 0.420 -1.327  0.193
C1 -3.661 -2.390 1.554  -0.611
C2 3.857 -0.205 0.540  -0.686
C3 1.324 3.396 1.793  -0.659
C4 -1.569 1.244 -0.526  -0.673
C5 2.654 2.665 -3.120  -0.708
C6 -3.566 -3.272 -3.011  -0.651
C7 0.554 -2.165 2.740  -0.719
H1 -2.943 0.776 -1.896  0.051
H2 2.841 1.539 -0.062  0.078
H3 2.657 4.926 2.015  0.107
H4 -2.720 -4.788 -1.855  0.076
H5 1.702 4.627 0.170  0.113
H6 1.894 -1.608 4.113  0.119
H7 4.915 1.066 -0.622  0.101
H8 -2.557 -0.470 -0.987  0.064
H9 0.370 3.482 -0.054  0.052
H10 -0.336 1.235 1.175  0.061
H11 -4.767 -2.027 -1.899  0.059
H12 0.574 2.951 -2.694  0.109
H13 3.728 4.264 -3.659  0.127
H14 -4.713 -1.686 -3.546  0.097
H15 2.532 -1.590 2.538  0.091
H16 2.247 4.056 -4.475  0.075
H17 -0.879 -0.339 0.516  0.061
H18 5.684 -0.522 -0.335  0.125
H19 -3.577 -3.694 -0.932  0.073
H20 -2.820 -3.636 2.938  0.096
H21 1.978 0.424 0.883  0.057
H22 -3.136 -0.421 1.682  0.081
H23 1.335 1.364 -2.428  0.105
H24 1.205 -2.736 0.809  0.081
H25 -3.661 -4.471 1.734  0.097
H26 2.758 3.693 3.265  0.104
H27 -0.440 -2.534 1.062  0.096
H28 -2.432 -1.385 2.958  0.091


2.
Computed, not measured: a molecular structure, C14H18N4O2W at a distorted geometry, with wB97M-V/def2-TZVPD.

* spin multiplicity: 3
* charge: +4
* lowest unoccupied orbital energy (alpha / beta): -17.522 / -18.288 eV
* relative energy (zero: lowest compared OMol25 entry of this formula, charge and spin): 231.55 kJ/mol
* HOMO level (alpha / beta): -24.06 / -24.03 eV
* molar mass: 458.164 u

Each line ends with the Löwdin spin population.
Element x y z (Å)
W1 -0.058 -0.460 -0.136  1.455
O1 -0.336 1.803 3.474  0.001
O2 -1.325 3.396 -1.452  0.001
N1 0.787 -0.386 2.004  0.008
N2 0.003 0.920 -1.994  0.007
N3 -2.033 0.545 0.579  0.044
N4 2.118 1.151 -0.040  -0.026
C1 -0.606 -1.577 -1.874  0.045
C2 -3.132 0.760 0.862  0.039
C3 2.858 -1.001 3.453  0.004
C4 -0.274 1.978 2.345  0.010
C5 1.374 1.465 -4.128  0.004
C6 -0.846 2.909 -0.531  0.010
C7 1.713 -0.724 2.643  0.021
C8 0.983 -2.295 -0.196  0.079
C9 0.724 -1.867 -1.499  0.079
C10 -1.657 -1.612 -0.942  0.055
C11 -4.491 1.044 1.210  0.009
C12 0.605 1.099 -2.972  0.019
C13 -1.389 -2.036 0.367  0.055
C14 -0.088 -2.418 0.711  0.045
H1 -0.828 -1.330 -2.894  0.004
H2 -2.167 -1.997 1.127  0.002
H3 2.447 1.366 -3.926  0.001
H4 1.145 2.481 -4.470  0.001
H5 -5.084 1.145 0.303  0.003
H6 -2.634 -1.234 -1.215  0.002
H7 1.127 0.775 -4.940  0.000
H8 -4.889 0.238 1.825  0.002
H9 3.071 -0.193 4.162  0.001
H10 2.681 -1.919 4.018  0.000
H11 2.011 -2.418 0.138  0.007
H12 2.358 1.479 0.901  0.000
H13 2.058 1.985 -0.635  0.000
H14 3.732 -1.167 2.810  0.002
H15 2.927 0.607 -0.377  0.001
H16 1.547 -1.660 -2.174  0.007
H17 0.094 -2.825 1.692  0.004
H18 -4.528 1.972 1.772  0.001


3.
Computed, not measured: a gas-phase ion, C3H9NO (charge +1) at a distorted geometry, with wB97M-V/def2-TZVPD.

* spin multiplicity: 2
* charge: +1
* lowest unoccupied orbital energy (alpha / beta): -2.953 / -8.405 eV
* relative energy (zero: lowest compared OMol25 entry of this formula, charge and spin): 141.79 kJ/mol
* HOMO level (alpha / beta): -15.92 / -15.68 eV
* molar mass: 75.111 u

Each line ends with the Löwdin spin population.
Element x y z (Å)
O1 -0.832 -0.152 -0.410  0.162
N1 1.058 0.708 0.348  0.591
C1 2.124 0.209 -0.503  0.085
C2 -2.252 -0.227 -0.104  0.013
C3 0.022 -0.236 0.680  0.040
H1 -2.561 0.712 0.344  0.004
H2 0.563 1.466 -0.141  0.009
H3 0.384 -1.260 0.793  0.010
H4 1.637 -0.334 -1.326  0.044
H5 2.659 -0.565 0.040  0.013
H6 2.824 0.978 -0.811  0.003
H7 -0.476 0.098 1.594  0.021
H8 -2.739 -0.326 -1.066  0.002
H9 -2.410 -1.071 0.563  0.004


4.
Computed, not measured: a molecular structure, C37H76AlO11 at a distorted geometry, with wB97M-V/def2-TZVPD.

* charge: -1
* lowest unoccupied orbital energy: 2.077 eV
* HOMO level: -4.28 eV
* molar mass: 723.986 u

Each line ends with the Löwdin charge.
Element x y z (Å)
Al1 -2.964 -0.509 3.028  0.302
O1 -1.436 1.950 3.603  -0.262
O2 -4.537 0.458 -1.637  -0.144
O3 -2.383 3.580 -4.304  -0.156
O4 8.955 1.108 2.003  -0.143
O5 3.534 0.124 3.156  -0.003
O6 -2.955 0.950 -6.826  -0.168
O7 -1.033 -3.645 0.017  -0.148
O8 -1.357 3.398 3.492  -0.095
O9 -6.259 2.203 2.920  -0.142
O10 5.243 -0.031 1.676  0.059
O11 4.632 -3.983 5.508  -0.144
C1 -4.607 1.287 -3.850  -0.173
C2 2.248 -1.888 3.639  -0.177
C3 -0.815 -5.474 -1.459  -0.178
C4 -2.711 -0.882 -8.297  -0.169
C5 8.324 -0.113 1.584  -0.196
C6 -2.930 -0.784 1.021  -0.200
C7 5.561 -2.897 5.516  -0.198
C8 -0.297 4.432 -3.590  -0.166
C9 -1.403 3.184 -5.268  -0.202
C10 -2.340 -0.335 -6.925  -0.200
C11 -0.989 -4.197 -2.277  -0.177
C12 -6.619 4.532 2.990  -0.174
C13 -7.227 3.977 1.704  -0.175
C14 -0.181 -1.187 4.038  -0.285
C15 -6.480 3.269 3.833  -0.210
C16 9.272 -0.752 0.578  -0.167
C17 5.182 -5.082 4.784  -0.210
C18 -0.221 4.128 -5.084  -0.168
C19 4.550 0.626 2.434  -0.513
C20 -5.902 0.488 -2.038  -0.205
C21 -2.773 1.510 3.383  -0.274
C22 6.884 -3.460 5.014  -0.169
C23 -3.428 1.362 -8.107  -0.203
C24 -0.397 -4.911 -0.106  -0.214
C25 2.762 -0.940 2.556  -0.146
C26 0.773 -2.244 3.460  -0.225
C27 -2.820 0.400 -9.119  -0.171
C28 -5.983 1.460 -3.211  -0.165
C29 -1.801 4.487 -3.364  -0.198
C30 -3.728 1.096 -2.625  -0.193
C31 10.633 -0.277 1.082  -0.178
C32 -6.514 2.634 1.588  -0.205
C33 6.408 -4.548 4.056  -0.172
C34 -1.651 -1.682 4.030  -0.266
C35 4.795 2.092 2.689  0.029
C36 -1.577 -3.242 -1.242  -0.211
C37 10.308 1.134 1.556  -0.219
H1 -3.138 2.400 -8.278  0.112
H2 -6.204 -0.523 -2.340  0.116
H3 8.190 -0.753 2.464  0.114
H4 -6.814 1.245 -3.884  0.105
H5 -5.633 4.954 2.783  0.113
H6 9.083 -0.355 -0.422  0.113
H7 4.438 2.667 1.840  0.091
H8 0.140 3.611 -3.018  0.117
H9 -1.690 3.698 4.349  0.064
H10 -0.084 -6.168 -1.873  0.104
H11 -7.110 1.876 1.077  0.110
H12 0.569 -3.169 3.999  0.107
H13 -1.771 -5.996 -1.371  0.110
H14 -3.922 -0.527 0.652  -0.029
H15 -1.256 -0.214 -6.826  0.118
H16 -7.399 3.065 4.398  0.114
H17 -8.303 3.827 1.831  0.108
H18 -4.465 -0.908 3.553  -0.072
H19 -2.666 -3.324 -1.195  0.119
H20 5.867 2.232 2.802  0.081
H21 10.956 -0.892 1.926  0.110
H22 4.277 2.410 3.588  0.084
H23 -3.408 1.800 4.234  0.036
H24 -2.196 5.491 -3.555  0.116
H25 -1.631 -4.318 -3.150  0.105
H26 -3.424 0.297 -10.019  0.109
H27 -0.696 -5.543 0.731  0.117
H28 -0.061 -0.247 3.497  0.079
H29 4.423 -5.476 4.106  0.116
H30 -2.089 4.188 -2.355  0.115
H31 -1.979 -1.590 -8.680  0.110
H32 -1.839 3.231 -6.263  0.103
H33 -4.293 2.123 -4.465  0.091
H34 -1.119 2.146 -5.067  0.118
H35 -2.851 0.475 -2.820  0.118
H36 -2.233 -0.083 0.551  -0.009
H37 1.920 -0.492 2.027  0.130
H38 7.446 -3.904 5.839  0.111
H39 5.187 -2.113 4.849  0.110
H40 -6.516 0.789 -1.187  0.104
H41 -3.681 -1.382 -8.254  0.114
H42 -5.646 3.316 4.534  0.111
H43 11.416 -0.298 0.326  0.106
H44 7.343 0.109 1.172  0.090
H45 -1.322 -2.200 -1.427  0.116
H46 -6.098 2.484 -2.844  0.111
H47 0.724 3.682 -5.393  0.109
H48 0.128 -1.013 5.073  0.098
H49 -2.666 -1.810 0.777  -0.038
H50 5.455 -5.870 5.495  0.114
H51 7.151 -5.319 3.860  0.107
H52 -4.594 0.385 -4.468  0.106
H53 6.116 -4.103 3.102  0.113
H54 0.206 5.354 -3.301  0.109
H55 -0.015 -3.835 -2.617  0.109
H56 0.690 -4.766 -0.058  0.115
H57 9.173 -1.836 0.538  0.109
H58 10.949 1.467 2.374  0.112
H59 -7.072 4.613 0.833  0.106
H60 -7.226 5.299 3.471  0.104
H61 0.521 -2.357 2.403  0.110
H62 2.839 -2.805 3.575  0.094
H63 -3.387 2.058 -2.230  0.108
H64 10.393 1.855 0.734  0.114
H65 -1.679 -2.663 3.544  0.032
H66 5.628 -2.489 6.526  0.117
H67 7.510 -2.703 4.543  0.102
H68 -4.523 1.305 -8.111  0.120
H69 -3.143 2.018 2.487  0.050
H70 2.428 -1.460 4.624  0.114
H71 -0.373 5.043 -5.663  0.110
H72 -2.693 -0.962 -6.105  0.118
H73 -1.982 -1.840 5.059  0.028
H74 -1.825 0.742 -9.414  0.112
H75 3.363 -1.486 1.836  0.114
H76 -5.558 2.733 1.063  0.120